No. 1
The following is a quantum chemistry calculation of C30H36N4V as an isolated structure, from OMol25.

Summary:
Calculated total energy   -63338.463 eV
Kohn-Sham gap (spin up / spin down)   0.1748 / 0.1555 Ha
LUMO level (spin up / spin down)   2.8 / 2.8 eV

The geometry in ORCA input format:
```
! RIJCOSX wB97M-V def2-TZVPD def2/J DEFGRID3
* xyz -1 3
V -0.5026 0.5726 0.1689
N 1.1080 1.0796 -1.6234
N -1.8499 4.3522 -0.8334
N 1.9429 -0.9761 -1.4683
N 0.0993 1.9133 1.4933
C -2.2834 -1.3817 -1.7795
C -1.6049 5.6036 -0.3636
C -2.9968 1.9365 2.0883
C 2.5629 -2.3696 0.3318
C 2.7153 -1.1471 1.1707
C 2.1882 -4.6266 -1.3205
C -3.5558 1.4837 -0.9305
C -2.4342 0.8002 1.2914
C -2.1140 -0.6859 -0.4653
C 0.5598 3.9605 -0.7175
C 1.6034 0.7126 -2.8587
C 1.3930 -3.1740 -3.2286
C -1.5207 -1.2545 0.7162
C 0.2196 3.9828 3.0437
C 2.2062 -2.2775 -1.0079
C 2.2158 -0.5037 -2.7600
C -1.7045 -0.3222 1.7949
C -0.9650 -2.6409 0.8516
C -1.3307 -0.5459 3.2307
C 2.7822 -3.6583 0.8307
C 1.2004 0.0053 -0.8118
C -1.0693 2.1026 -1.1473
C -0.3121 6.1223 -0.1817
C 0.0660 2.7884 2.2444
C 1.9635 -3.3544 -1.8607
C 2.6033 -4.7795 0.0087
C 2.9141 -6.1433 0.5447
C -0.7680 3.5186 -0.8510
C -2.6773 0.5868 -0.0980
C 0.7900 5.2907 -0.4090
H -3.6764 1.0879 -1.9448
H -4.5537 1.5879 -0.4692
H 2.0755 -2.6311 -3.9140
H -4.0380 1.7171 2.3785
H -3.1245 2.4947 -1.0007
H -3.0052 2.8734 1.5110
H 2.3303 -6.9005 0.0160
H -0.9223 0.3705 3.6868
H 1.5195 1.3713 -3.7191
H 3.9758 -6.3849 0.4108
H -2.2271 -0.8513 3.8090
H 1.2036 -4.1741 -3.6749
H 1.2632 4.3282 2.9895
H -1.2133 2.0050 -2.3902
H -2.4493 6.2427 -0.0948
H -2.4273 2.1067 3.0113
H -0.5713 -3.0115 -0.1055
H -2.2924 -0.6665 -2.6114
H -1.4712 -2.0994 -1.9451
H -1.7531 -3.3402 1.1936
H -0.4495 4.7785 2.6698
H 1.8325 5.5975 -0.3416
H 0.4188 -2.6376 -3.2135
H 2.0360 -5.5081 -1.9426
H 3.1044 -3.7783 1.8618
H -0.0393 3.7691 4.0947
H -0.1444 -2.6608 1.5820
H -0.1261 7.1616 0.1303
H 1.2801 3.1528 -0.9884
H 2.8336 -1.0097 -3.4639
H -0.5772 -1.3455 3.3281
H -3.2315 -1.9449 -1.8034
H 2.6930 -6.1964 1.6137
H 1.7435 -0.7309 1.5127
H 3.2855 -1.4037 2.0793
H 3.2534 -0.3406 0.6508
*
```

***

No. 2
The following is a quantum chemistry calculation of C30H36N5O3PPtTe as an isolated structure, from OMol25.

Summary:
Calculated total energy   -65114.485 eV
Kohn-Sham gap   0.2007 Ha
Energy above the lowest of the compared OMol25 structures with the same formula, charge and spin   148.9 kJ/mol
LUMO level   -0.7 eV

The geometry in ORCA input format:
```
! RIJCOSX wB97M-V def2-TZVPD def2/J DEFGRID3
* xyz 0 1
Pt 0.4351 0.1722 -0.2832
Te -1.5665 1.8382 -0.2822
P -1.0576 -2.5687 -0.0329
O 0.9260 0.3099 1.6820
O -0.0526 -0.5545 -2.1075
O -0.6880 -0.3441 -4.7617
N -2.4706 -4.5007 -1.5225
N -3.7125 -2.4997 -0.8998
N 2.7087 -1.0216 0.9865
N -3.2122 -4.1883 0.7835
N 2.1264 -0.8736 -0.2594
C 2.3164 0.3000 5.5868
C 0.9004 -0.7901 -2.9898
C 2.7518 -1.5186 -5.0003
C 2.2101 -1.2389 -2.6555
C 3.6747 -1.0977 3.6139
C 3.4541 -0.4244 5.9106
C -1.1917 0.8887 -4.2346
C 3.1068 -1.5979 -3.6710
C 0.5818 5.9341 1.4618
C -1.1044 -3.9042 -1.3310
C 0.5759 5.6435 0.1080
C -2.9754 -5.1518 -0.2268
C -0.5693 3.8312 1.8667
C -2.5384 -1.6446 -0.6469
C 1.1787 7.2101 1.9875
C 2.0268 -0.3507 1.8869
C -0.5710 3.5583 0.4914
C 1.8540 0.3271 4.2797
C 4.1332 -1.1222 4.9207
C 2.5301 -0.3734 3.2863
C -4.1698 -3.1881 0.3021
C -1.9637 -3.5513 1.2593
C 0.0131 4.4702 -0.3935
C 0.0105 5.0082 2.3255
C 2.7012 -1.3802 -1.2853
C 0.0878 4.2284 -1.8774
C -1.1984 2.9048 2.8681
C -3.4851 -3.4232 -1.9437
C 0.5703 -0.7071 -4.3611
C 1.4778 -1.0697 -5.3360
H -0.3750 1.5742 -4.0022
H -1.8218 1.3186 -5.0119
H -0.8896 4.3325 -2.3537
H 0.4138 7.8515 2.4305
H 3.4529 -1.7924 -5.7769
H -1.3056 -4.3161 1.6776
H -2.2221 -2.8796 2.0798
H 4.1953 -1.6321 2.8319
H 3.8131 -0.4432 6.9319
H -4.3953 -3.9673 -2.2042
H -4.3360 -2.4534 1.0873
H -3.8980 -5.6673 -0.4997
H 1.6664 7.7755 1.1935
H 4.0963 -1.9401 -3.3918
H -2.2875 2.9192 2.7768
H 0.4298 3.2150 -2.0903
H 0.7721 4.9390 -2.3421
H -0.7931 -3.4838 -2.2893
H 3.6313 -1.9166 -1.1113
H -2.2604 -1.1102 -1.5573
H -0.8810 1.8775 2.7096
H -1.7613 0.7306 -3.3215
H -0.4263 -4.7160 -1.0643
H 1.9215 7.0106 2.7620
H -5.1147 -3.6910 0.0817
H -2.2139 -5.8717 0.0728
H 0.0119 5.2078 3.3928
H 5.0254 -1.6839 5.1666
H 1.7869 0.8523 6.3528
H 1.1632 -0.9895 -6.3691
H 1.0335 6.3416 -0.5857
H -2.7946 -0.8881 0.0985
H -2.4383 -5.2108 -2.2535
H -3.0649 -2.9351 -2.8231
H -0.9324 3.2091 3.8823
H 0.9739 0.8933 4.0146
*
```

***

No. 3
The following is a quantum chemistry calculation of a 2-piece molecular cluster, C30H37N3P overall, from OMol25.

Summary:
Calculated total energy   -45464.226 eV
Kohn-Sham gap   0.1745 Ha
LUMO level   -4.7 eV

The geometry in ORCA input format:
```
! RIJCOSX wB97M-V def2-TZVPD def2/J DEFGRID3
* xyz 1 1
P -2.3157 4.4526 -1.4269
N -0.8625 3.8717 -2.0795
N 2.7121 1.1429 0.9831
N -3.1106 3.0695 -1.9920
C 1.4883 1.7603 0.9906
C 3.1018 -2.5208 1.4403
C -4.9475 3.9814 -0.7214
C 1.1341 -0.5163 1.1503
C -1.9788 -0.0180 0.9898
C -1.8667 -1.0224 0.0257
C -3.6829 -2.2218 1.0673
C -2.7115 -2.1369 0.0669
C -0.7645 1.7981 -5.2407
C -4.5834 3.0475 -1.8678
C 0.3049 4.7826 -2.0529
C 3.9991 1.8086 1.0359
C -0.2599 2.6359 -4.2210
C -5.0812 1.6356 -1.6020
C 3.5136 -1.2085 1.1736
C -0.9566 1.1313 0.9491
C -3.8243 -1.1954 2.0062
C 1.7400 -2.8146 1.6024
C -1.1005 2.9646 -3.1566
C -5.2193 3.5900 -3.1368
C -2.4274 2.4845 -3.1005
C 1.6006 3.9976 -1.9051
C 0.7532 -1.8226 1.5057
C 0.0911 5.7372 -0.8846
C -3.0012 -0.0658 1.9510
C 2.5337 -0.2418 1.0403
C 0.4855 0.7736 1.0114
C -2.9348 1.6638 -4.1098
C -2.0854 1.3188 -5.1870
C 0.3643 5.6013 -3.3336
H -0.6047 6.0843 -3.5054
H -4.5794 5.0019 -0.9317
H -3.9736 1.3102 -4.0911
H 4.7721 1.0366 0.9974
H 1.8122 3.3962 -2.7971
H -6.0336 4.0430 -0.6227
H -4.7768 4.5635 -3.3725
H 4.5604 -0.9231 1.1084
H -1.2520 1.8158 1.7653
H 0.6106 4.9704 -4.1894
H -4.5348 3.6441 0.2345
H -1.0601 -0.9420 -0.7167
H -2.5733 -2.9321 -0.6702
H 1.1479 6.3654 -3.2310
H 4.1197 2.5214 0.2073
H -0.1184 1.5346 -6.0799
H 1.5805 3.3459 -1.0223
H -1.0765 1.7157 0.0230
H 1.4495 -3.8453 1.7995
H -4.5830 -1.2454 2.7849
H -0.8453 6.3053 -1.0275
H -4.8690 0.9562 -2.4354
H 0.7620 3.0315 -4.2853
H -2.4690 0.6847 -5.9874
H -0.2926 -2.0698 1.7039
H -4.2612 -3.1338 1.1672
H 3.8478 -3.3140 1.5215
H 4.0690 2.3715 1.9749
H 1.3855 2.8405 1.1173
H -4.6484 1.2158 -0.6838
H -6.2984 3.7094 -2.9778
H -3.1361 0.7845 2.6325
H -6.1727 1.6906 -1.4724
H 0.9105 6.4589 -0.8383
H 2.4186 4.7264 -1.7891
H 0.0441 5.2123 0.0750
H -5.0695 2.9150 -3.9794
*
```